<w>
DFT (ωB97M-V with the def2-TZVPD basis set) results for a structure of composition CH4N4.

Structure (XYZ):
```
9
Properties=species:S:1:pos:R:3:lowdin_charge:R:1
C -0.927 -0.772 0.137 -0.207
N -1.926 0.092 0.021 0.068
N -0.764 1.161 -0.024 0.051
N 0.105 0.052 -0.009 -0.274
N 1.413 0.109 0.086 0.088
H -0.943 -1.743 0.365 0.068
H -0.708 1.588 -0.869 0.048
H 1.775 -0.241 0.935 0.079
H 1.976 -0.247 -0.641 0.079
```

- Orbital gap: 9.857 eV

***

<x>
DFT (ωB97M-V with the def2-TZVPD basis set) results for an isolated molecule of CH4N4.

Structure (XYZ):
```
9
Properties=species:S:1:pos:R:3:lowdin_charge:R:1
N -0.815 -1.162 -0.001 0.084
C 0.941 0.275 -0.021 -0.208
N -0.506 0.064 0.060 -0.395
N -1.319 1.030 0.171 0.096
N 1.773 -0.614 -0.237 0.148
H -1.822 -1.291 0.063 0.068
H -0.855 1.934 0.187 0.039
H 1.365 -1.541 -0.359 0.059
H 1.238 1.305 0.137 0.109
```

- Orbital gap: 9.285 eV

***

Result of the stability comparison: <x> is the most stable of them.

***

<w>
DFT (ωB97M-V with the def2-TZVPD basis set) results for a cluster of 2 separate species, CH4N4 in total.

Structure (XYZ):
```
9
Properties=species:S:1:pos:R:3:lowdin_charge:R:1
C 0.659 0.264 -0.185 -0.469
N 0.679 -1.085 -0.297 0.059
N -2.590 0.468 1.102 0.032
N -1.750 -0.122 1.491 0.016
N 0.108 0.976 -1.072 0.046
H 0.371 -1.466 -1.176 0.092
H 1.311 -1.630 0.261 0.083
H 1.118 0.626 0.747 0.114
H 0.094 1.969 -0.873 0.028
```

- Orbital gap: 10.466 eV
- SMILES: [H]/N=C/N.N#N

***

<x>
DFT (ωB97M-V with the def2-TZVPD basis set) results for a cluster of 2 separate species, CH4N4 in total.

Structure (XYZ):
```
9
Properties=species:S:1:pos:R:3:lowdin_charge:R:1
C 1.632 -1.072 0.445 -0.124
N -2.988 2.058 -0.336 0.166
N -2.301 1.213 -0.654 -0.321
N 0.954 -0.026 0.436 0.038
N -1.674 0.285 -1.122 0.091
H 2.232 -1.386 1.337 0.069
H 1.747 -1.932 -0.319 0.092
H 1.117 0.554 1.157 0.002
H -0.720 0.306 -0.944 -0.013
```

- Orbital gap: 10.548 eV

***

Result of the stability comparison: <w> is the most stable of them.

***

<w>
DFT (ωB97M-V with the def2-TZVPD basis set) results for the ion C3H11N2 with charge +1.

Structure (XYZ):
```
16
Properties=species:S:1:pos:R:3:lowdin_charge:R:1
N 0.105 -0.151 1.917 0.116
C 0.267 1.199 1.259 -0.058
C -0.202 0.869 -0.392 -0.108
N 0.200 -0.521 -0.804 -0.193
C -0.365 -1.085 -2.030 -0.093
H -0.138 -0.685 1.054 0.108
H 1.056 -0.536 2.184 0.188
H -0.552 -0.243 2.725 0.186
H -0.200 1.918 1.917 0.117
H 1.343 1.292 1.226 0.105
H -1.390 0.767 -0.362 0.154
H 0.132 1.654 -1.017 0.088
H 1.187 -0.643 -0.821 0.101
H -0.150 -2.202 -1.970 0.109
H 0.178 -0.695 -2.886 0.082
H -1.470 -0.937 -2.000 0.098
```

- Orbital gap: 10.276 eV
- SMILES: CNCC[NH3+]
- Net charge: +1

***

<x>
DFT (ωB97M-V with the def2-TZVPD basis set) results for the ion C3H11N2 with charge +1.

Structure (XYZ):
```
16
Properties=species:S:1:pos:R:3:lowdin_charge:R:1
C -1.393 -0.132 0.005 -0.212
C -0.406 1.028 0.337 -0.168
C 0.860 0.953 -0.502 -0.159
N 1.607 -0.312 -0.166 0.140
N -0.766 -1.461 0.289 -0.014
H -2.284 0.030 0.599 0.115
H -1.676 -0.088 -1.039 0.118
H -0.168 0.985 1.357 0.098
H -0.917 1.980 0.118 0.136
H 1.564 1.785 -0.277 0.137
H 0.634 0.982 -1.603 0.149
H 2.162 -0.232 0.713 0.181
H 0.780 -1.029 0.015 0.109
H 2.213 -0.588 -0.893 0.134
H -0.930 -1.696 1.277 0.112
H -1.280 -2.205 -0.230 0.123
```

- Orbital gap: 11.593 eV
- SMILES: NCCC[NH3+]
- Net charge: +1

***

Result of the stability comparison: <x> is the most stable of them.

***

<w>
DFT (ωB97M-V with the def2-TZVPD basis set) results for a cluster of 2 separate species, C3H11N2 in total.

Structure (XYZ):
```
16
Properties=species:S:1:pos:R:3:lowdin_charge:R:1
C 2.015 -0.553 -1.226 0.028
N 1.055 0.631 -0.861 0.136
H 1.392 -1.436 -1.281 0.092
H 2.432 -0.290 -2.192 0.097
H 2.780 -0.546 -0.459 0.096
H 1.718 1.312 -0.468 0.156
H 0.377 0.419 -0.090 0.091
H 0.923 1.143 -1.727 0.157
C -1.911 -0.635 0.244 -0.123
C -1.119 0.708 1.948 -0.021
N -1.256 0.622 0.683 -0.124
H -1.470 -1.512 0.734 0.083
H -1.768 -0.786 -0.825 0.069
H -2.964 -0.677 0.515 0.089
H -0.601 1.570 2.358 0.081
H -1.604 0.031 2.648 0.095
```

- Orbital gap: 10.906 eV
- Net charge: +1

***

<x>
DFT (ωB97M-V with the def2-TZVPD basis set) results for a cluster of 2 separate species, C3H11N2 in total.

Structure (XYZ):
```
16
Properties=species:S:1:pos:R:3:lowdin_charge:R:1
C -1.114 0.011 -0.913 -0.105
C 0.135 0.588 -0.249 -0.325
C 1.630 2.317 -0.680 -0.038
N 0.431 1.931 -0.804 -0.025
H -0.996 -1.084 -0.984 0.060
H -2.082 0.231 -0.456 0.088
H -1.239 0.305 -1.954 0.093
H 1.007 -0.034 -0.488 0.107
H 0.100 0.655 0.847 0.104
H 2.430 1.794 -0.153 0.084
H 1.857 3.256 -1.173 0.079
N -0.428 -1.994 1.419 0.325
H 0.123 -1.627 2.192 0.161
H -0.542 -1.242 0.709 0.061
H 0.034 -2.783 0.965 0.165
H -1.345 -2.325 1.723 0.166
```

- Orbital gap: 9.045 eV
- Net charge: +1

***

Result of the stability comparison: <w> is the most stable of them.

***

<w>
DFT (ωB97M-V with the def2-TZVPD basis set) results for a structure of composition C3H11N2.

Structure (XYZ):
```
16
Properties=species:S:1:pos:R:3:lowdin_charge:R:1
C -0.139 -1.035 1.010 -0.166
C 0.507 -0.944 -0.388 -0.192
C 1.015 0.463 -0.589 -0.177
N -0.069 1.493 -0.672 0.113
N -1.268 -0.099 0.795 0.014
H -0.566 -2.032 1.107 0.125
H 0.595 -0.701 1.744 0.131
H -0.147 -1.407 -1.138 0.129
H 1.430 -1.528 -0.431 0.128
H 1.597 0.514 -1.529 0.137
H 1.742 0.628 0.215 0.137
H -0.357 1.696 -1.621 0.153
H -0.790 0.959 0.073 0.062
H 0.201 2.331 -0.164 0.151
H -1.853 -0.381 0.015 0.125
H -1.900 0.044 1.573 0.131
```

- Orbital gap: 11.723 eV
- Net charge: +1

***

<x>
DFT (ωB97M-V with the def2-TZVPD basis set) results for a cluster of 2 separate species, C3H11N2 in total.

Structure (XYZ):
```
16
Properties=species:S:1:pos:R:3:lowdin_charge:R:1
C -1.587 0.255 -2.100 -0.013
N -0.815 0.991 -1.050 0.141
H -0.950 -0.102 -2.901 0.102
H -1.991 -0.642 -1.629 0.101
H -2.435 0.830 -2.456 0.101
H -0.036 1.489 -1.476 0.165
H -0.392 0.363 -0.332 0.097
H -1.448 1.569 -0.523 0.157
C 2.025 -0.201 1.045 -0.118
C 0.102 -1.064 2.115 -0.014
N 0.612 -0.515 1.102 -0.134
H 2.571 -0.298 1.987 0.086
H 2.105 0.815 0.679 0.073
H 2.531 -0.927 0.407 0.088
H -0.970 -0.970 2.263 0.077
H 0.677 -1.593 2.870 0.092
```

- Orbital gap: 10.594 eV
- Net charge: +1

***

<y>
DFT (ωB97M-V with the def2-TZVPD basis set) results for a cluster of 2 separate species, C3H11N2 in total.

Structure (XYZ):
```
16
Properties=species:S:1:pos:R:3:lowdin_charge:R:1
C 1.949 -0.638 1.132 -0.039
N 0.714 0.096 1.531 0.049
H 2.672 0.060 0.714 0.097
H 1.706 -1.306 0.309 0.088
H 2.331 -1.140 2.014 0.097
H 0.830 0.907 2.128 0.145
H -0.051 0.259 0.621 0.093
H 0.221 -0.551 2.125 0.130
C -1.123 -0.966 -1.213 -0.084
C -1.153 1.379 -1.110 0.062
N -0.675 0.295 -0.658 -0.113
H -0.460 -1.309 -2.010 0.101
H -1.057 -1.743 -0.459 0.080
H -2.136 -0.960 -1.613 0.094
H -0.819 2.332 -0.718 0.095
H -2.045 1.376 -1.732 0.104
```

- Orbital gap: 11.672 eV
- Net charge: +1

***

Result of the stability comparison: <w> is the most stable of them.

***

<w>
DFT (ωB97M-V with the def2-TZVPD basis set) results for the ion C3H11N2 with charge +1.

Structure (XYZ):
```
16
Properties=species:S:1:pos:R:3:lowdin_charge:R:1
C -2.374 0.103 -0.348 -0.152
C 2.364 0.117 -0.201 -0.002
C 0.037 0.297 0.566 -0.077
N -1.384 -0.598 0.443 -0.073
N 1.006 -0.458 -0.244 -0.019
H -1.989 0.273 -1.352 0.078
H -3.242 -0.549 -0.426 0.091
H -2.694 1.056 0.082 0.086
H 3.042 -0.443 -0.847 0.112
H 2.338 1.155 -0.532 0.112
H 2.750 0.085 0.819 0.112
H 0.337 0.321 1.611 0.131
H -0.134 1.290 0.156 0.130
H -1.723 -0.728 1.390 0.093
H 1.008 -1.431 0.093 0.189
H 0.659 -0.490 -1.212 0.188
```

- Orbital gap: 10.561 eV
- SMILES: CNC[NH2+]C
- Net charge: +1

***

<x>
DFT (ωB97M-V with the def2-TZVPD basis set) results for a cluster of 2 separate species, C3H11N2 in total.

Structure (XYZ):
```
16
Properties=species:S:1:pos:R:3:lowdin_charge:R:1
C 1.312 1.890 -0.746 -0.010
N 0.822 0.543 -1.263 0.129
H 0.609 2.718 -0.870 0.110
H 2.275 2.227 -1.111 0.099
H 1.357 1.686 0.304 0.076
H -0.171 0.505 -0.924 0.104
H 0.694 0.710 -2.268 0.164
H 1.290 -0.338 -1.074 0.150
C -0.143 -1.985 0.918 -0.006
C -1.154 -1.183 0.540 -0.233
N -1.100 0.269 0.767 -0.002
H 0.913 -1.744 0.943 0.048
H -0.405 -2.874 1.483 0.068
H -2.145 -1.576 0.265 0.113
H -2.062 0.583 0.861 0.094
H -0.723 0.400 1.700 0.097
```

- Orbital gap: 9.472 eV
- Net charge: +1

***

Result of the stability comparison: <w> is the most stable of them.